The following is a DFT calculation (the ωB97M-V functional and the def2-TZVPD basis) of a cluster of 2 separate species, C19H33ClN5O5 in total in a non-equilibrium geometry.

Summary:
- E_LUMO: -0.113 Eh
- E_HOMO: -12.391 eV
- Net charge: +1

```
63
C19H33ClN5O5 the ωB97M-V functional and the def2-TZVPD basis
C -3.6186 1.3787 1.7669
C -2.4000 1.4803 1.8756
C -0.8501 1.8256 1.8871
O -0.1533 0.5841 1.9708
C 0.6455 0.2291 0.8442
N 0.9175 -1.2311 0.7494
C 1.9544 -1.6117 1.7803
C 3.4491 -1.3902 1.2780
C 3.9302 -2.4201 0.1661
C 5.5123 -2.7024 0.2255
C 0.1667 0.7645 -0.5756
C -0.6757 -0.2664 -1.4556
C -1.9360 -0.9121 -0.7502
O -2.0183 -1.3019 0.3941
N -3.1365 -1.1212 -1.6089
C -3.8075 0.1628 -1.9193
C -2.7793 -1.8805 -2.8411
N -0.5518 2.0802 -0.5570
C -0.4226 2.8369 0.7489
C 1.0040 3.4809 0.9798
C 1.8674 3.7269 -0.3272
C 1.2689 4.8442 -1.3087
Cl 1.7627 4.3412 -3.0147
O -1.3614 3.9448 0.5494
C -1.6393 4.5928 1.7253
N -1.5562 5.0754 2.7797
H -4.6797 1.6482 1.4977
H -0.6893 2.3578 2.8863
H 1.6857 0.6885 1.0180
H 1.3988 -1.4259 -0.1450
H 1.7691 -2.6402 2.2206
H 1.8099 -0.8863 2.6538
H 4.1037 -1.4423 2.2119
H 3.5430 -0.3479 0.8323
H 3.7706 -1.9037 -0.8448
H 3.3383 -3.3819 0.1191
H 5.7826 -3.3614 1.1009
H 5.8954 -3.1829 -0.7312
H 6.0344 -1.6976 0.3769
H 1.1262 0.9382 -1.1720
H -0.0153 -1.0901 -1.8508
H -1.0597 0.3174 -2.3624
H -4.4373 0.4940 -1.0350
H -4.5585 -0.0623 -2.7502
H -3.1186 0.9719 -2.3221
H -3.6098 -2.6102 -3.1171
H -1.8402 -2.5012 -2.7335
H -2.6226 -1.2078 -3.7544
H -0.3632 2.6869 -1.3813
H -1.5725 1.8615 -0.6382
H 1.0158 4.4408 1.5727
H 1.5958 2.7352 1.6144
H 2.8697 4.1438 0.0279
H 2.1158 2.8042 -0.9255
H 1.7218 5.8689 -1.1417
H 0.1412 4.8622 -1.3019
C -2.7538 -4.6392 0.3604
N -1.9569 -5.6581 1.0938
O -2.2424 -5.8599 2.2591
O -1.0722 -6.2173 0.4689
H -3.4997 -4.2252 1.0342
H -2.0664 -3.8654 0.0250
H -3.2297 -5.1384 -0.4821
```